Record 1
{"formula": "C8H20Cl6O8P2", "method": "wB97M-V/def2-TZVPD", "species": ["C", "O", "P", "O", "O", "C", "O", "C", "H", "H", "H", "H", "H", "H", "H", "H", "H", "C", "O", "P", "O", "O", "C", "O", "C", "H", "H", "H", "H", "H", "H", "H", "H", "H", "C", "Cl", "Cl", "Cl", "H", "C", "Cl", "Cl", "Cl", "H"], "xyz": [[0.085, -1.604, 4.543], [0.304, -0.331, 3.984], [-0.875, 0.424, 3.178], [-1.531, -0.359, 2.092], [-1.884, 0.899, 4.330], [-3.297, 0.915, 4.037], [-0.105, 1.842, 2.710], [0.915, 1.893, 1.706], [0.124, -2.274, 3.685], [-0.876, -1.660, 5.054], [0.922, -1.883, 5.183], [-3.544, 0.162, 3.288], [-3.740, 1.895, 3.859], [-3.809, 0.673, 4.968], [1.823, 2.154, 2.251], [0.814, 2.771, 1.067], [1.251, 1.042, 1.115], [3.664, -2.177, -4.929], [2.839, -3.318, -5.286], [2.197, -4.292, -4.122], [3.014, -4.436, -2.953], [1.949, -5.622, -4.989], [0.975, -5.724, -6.042], [0.749, -3.643, -3.688], [0.345, -3.375, -2.343], [3.387, -1.885, -3.916], [3.448, -1.293, -5.529], [4.742, -2.340, -4.952], [0.363, -4.842, -6.226], [0.330, -6.573, -5.819], [1.481, -5.928, -6.986], [0.718, -2.422, -1.967], [0.629, -4.067, -1.550], [-0.728, -3.186, -2.385], [1.494, 5.470, -5.064], [2.335, 3.911, -5.523], [0.607, 5.385, -3.586], [0.245, 5.756, -6.251], [2.120, 6.361, -5.126], [-4.549, 6.331, 8.414], [-5.522, 5.124, 7.548], [-4.523, 5.948, 10.181], [-5.335, 7.887, 8.068], [-3.555, 6.394, 7.973]], "forces_ev_per_a": [[0.0, -1.0, -0.8], [-0.5, 2.1, -0.4], [0.9, 0.7, -1.2], [0.9, 0.8, 1.2], [0.4, 0.2, -0.9], [-0.7, -0.4, 1.0], [-1.6, -2.6, 0.4], [1.8, 1.0, 0.7], [-0.4, -0.5, 0.3], [0.1, -0.1, 0.1], [-0.2, 0.4, 0.2], [0.0, 0.3, -0.1], [0.8, 0.2, -0.8], [0.3, -0.5, 0.1], [0.2, -0.1, 0.2], [-0.8, -0.2, -0.1], [-1.1, -0.5, 0.1], [-0.8, 0.3, 1.1], [-0.4, -0.4, 0.6], [-1.2, 1.4, -1.8], [1.3, -0.6, 1.4], [-0.5, 1.4, 0.7], [-0.1, -0.3, -0.5], [1.2, -0.9, -1.2], [-0.2, 1.1, 0.5], [0.3, 0.0, 0.2], [-0.3, -0.5, -0.5], [-0.2, -0.6, -0.2], [0.1, 0.2, 0.5], [0.0, 0.1, 0.1], [0.3, 0.0, 0.2], [0.5, 0.2, -0.4], [0.0, -0.6, -0.6], [0.0, -0.6, 0.0], [-0.4, -0.6, -1.1], [-0.2, 1.2, 0.7], [0.5, -0.3, 1.3], [-0.4, 0.2, -1.3], [0.5, -0.7, 0.4], [-0.9, 0.1, 0.1], [0.5, -0.3, 0.2], [0.2, 0.4, -1.1], [0.3, 0.1, 0.4], [-0.1, -0.3, 0.5]], "mulliken_charge": [-0.595, -0.265, 1.035, -0.684, -0.291, -0.672, -0.334, -0.715, 0.271, 0.262, 0.238, 0.329, 0.281, 0.234, 0.307, 0.294, 0.304, -0.620, -0.335, 1.026, -0.679, -0.334, -0.629, -0.277, -0.630, 0.273, 0.268, 0.256, 0.288, 0.275, 0.278, 0.258, 0.316, 0.266, 0.046, -0.126, -0.097, -0.125, 0.300, 0.045, -0.116, -0.115, -0.117, 0.303], "largest_force_ev_per_a": 3.08, "relative_energy_ev": 1.732, "e_homo_ha": -0.3921, "total_energy_ha": -4362.7048, "orbital_gap_ev": 11.05, "charge": 0}

=====

Record 2
{"formula": "C8H20F8Li3N4O20S8", "method": "wB97M-V/def2-TZVPD", "species": ["Li", "Li", "Li", "N", "S", "O", "O", "F", "S", "O", "O", "F", "N", "S", "O", "O", "F", "S", "O", "O", "F", "N", "S", "O", "O", "F", "S", "O", "O", "F", "N", "S", "O", "O", "F", "S", "O", "O", "F", "C", "O", "C", "C", "O", "C", "H", "H", "H", "H", "H", "H", "H", "H", "H", "H", "C", "O", "C", "C", "O", "C", "H", "H", "H", "H", "H", "H", "H", "H", "H", "H"], "xyz": [[-0.749, 0.063, 3.556], [1.471, 1.603, -2.078], [-1.519, 1.470, -0.673], [0.346, 0.545, -0.860], [0.985, 0.247, 0.687], [1.968, -0.724, 0.857], [0.023, 0.534, 1.692], [1.867, 1.569, 0.670], [-0.114, -0.961, -1.039], [-1.145, -1.273, -0.100], [0.773, -1.942, -1.523], [-1.078, -0.812, -2.305], [1.162, -6.318, -0.386], [0.073, -5.128, -0.080], [-0.500, -4.634, -1.272], [0.307, -4.207, 0.988], [-0.991, -6.100, 0.587], [2.399, -5.500, -0.993], [2.977, -4.546, -0.098], [2.307, -5.217, -2.391], [3.451, -6.718, -1.031], [-0.457, 6.076, 2.043], [0.610, 5.171, 2.815], [0.173, 4.418, 3.942], [1.917, 5.732, 2.771], [0.814, 4.007, 1.696], [-1.094, 6.992, 3.187], [-0.189, 7.876, 3.840], [-2.119, 6.351, 3.948], [-1.865, 7.969, 2.185], [-3.129, 1.942, -1.545], [-3.374, 2.368, -3.086], [-4.487, 3.183, -3.331], [-2.973, 1.366, -4.012], [-2.170, 3.440, -3.149], [-4.302, 0.718, -1.439], [-3.733, -0.579, -1.456], [-5.501, 0.950, -2.139], [-4.614, 0.985, 0.091], [-3.958, -0.987, 3.402], [-2.555, -1.082, 3.584], [-2.020, -2.327, 3.141], [-0.675, -2.660, 3.733], [0.287, -1.730, 3.259], [1.632, -2.138, 3.463], [-4.240, 0.056, 3.544], [-4.481, -1.533, 4.193], [-4.274, -1.333, 2.418], [-2.041, -2.413, 2.050], [-2.656, -3.168, 3.457], [-0.471, -3.685, 3.422], [-0.745, -2.543, 4.823], [2.000, -2.829, 2.702], [1.732, -2.564, 4.466], [2.283, -1.269, 3.387], [0.275, 1.216, -4.836], [1.231, 0.790, -3.867], [2.472, 0.351, -4.381], [3.314, -0.064, -3.194], [3.440, 1.060, -2.335], [4.590, 1.137, -1.507], [0.186, 2.311, -4.824], [-0.714, 0.802, -4.665], [0.631, 1.054, -5.856], [3.010, 1.052, -5.024], [2.352, -0.577, -4.955], [4.290, -0.339, -3.617], [2.923, -0.945, -2.678], [5.476, 1.146, -2.147], [4.678, 0.272, -0.841], [4.510, 2.025, -0.888]], "forces_ev_per_a": [[0.0, -0.5, -0.6], [0.7, -0.2, -0.4], [0.0, -0.2, 0.2], [1.4, -0.5, 2.3], [1.2, 4.9, 0.6], [0.3, -1.8, -0.4], [-0.8, 0.1, 0.4], [-0.3, 0.1, -0.2], [-5.1, -4.4, -4.6], [1.0, 0.2, 1.5], [1.4, 0.6, 0.7], [0.8, 1.3, -0.3], [-0.2, 2.4, 0.5], [-0.4, -2.0, 0.8], [-0.7, 0.5, -0.6], [0.4, 0.2, 0.2], [-0.2, -0.1, -0.2], [1.5, -1.7, -0.8], [0.0, 0.2, -0.2], [-0.2, 0.6, 0.1], [-0.3, 0.2, 0.5], [0.4, -0.7, 1.5], [1.4, -0.8, -2.3], [-0.3, 0.1, 0.5], [0.3, 0.3, 0.8], [-0.7, 0.0, -0.1], [-1.5, 1.3, -0.9], [0.3, -0.2, 0.3], [0.1, 0.1, 0.0], [0.0, -0.4, 0.2], [-2.4, -1.6, -1.2], [2.4, 2.0, -0.7], [-1.1, 0.3, -0.1], [-0.1, -0.4, -0.2], [0.2, -0.5, 0.3], [1.1, -0.3, 2.1], [0.3, 0.0, 0.1], [-0.5, 0.5, -0.4], [-0.1, 0.0, 0.0], [-0.4, 0.4, 0.4], [1.1, 0.2, 0.0], [-0.7, -1.4, -0.3], [-0.5, 0.6, -0.2], [-0.2, 0.4, 0.0], [0.6, 0.0, 0.2], [0.1, 0.0, -0.2], [0.1, -0.3, -0.2], [0.1, 0.0, 0.0], [0.4, 0.4, 0.0], [-0.2, 0.3, 0.3], [0.4, 0.0, 0.1], [0.1, -0.4, 0.0], [-0.5, -0.2, 0.0], [0.1, -0.1, -0.1], [-0.2, 0.2, 0.1], [0.1, 1.1, -0.7], [-0.2, 0.5, 0.1], [0.3, -1.4, 0.4], [0.8, 0.0, -0.6], [-0.9, 0.6, 0.3], [0.2, -0.7, 0.0], [-0.1, -0.1, 0.4], [0.1, -0.3, 0.1], [-0.1, -0.7, 0.1], [-0.3, 0.5, 0.2], [-0.3, 0.2, -0.2], [0.1, 0.0, 0.2], [-0.2, 0.2, 0.1], [0.1, 0.3, 0.1], [-0.2, -0.1, -0.1], [0.0, 0.1, -0.2]], "mulliken_charge": [0.811, 0.820, 1.007, -0.346, 1.121, -0.609, -0.428, -0.333, 1.010, -0.355, -0.598, -0.348, -0.508, 1.013, -0.559, -0.359, -0.322, 1.141, -0.563, -0.595, -0.319, -0.282, 0.992, -0.583, -0.589, -0.150, 1.084, -0.575, -0.577, -0.274, -0.429, 1.040, -0.561, -0.499, -0.306, 0.999, -0.445, -0.575, -0.234, -0.893, -0.355, -0.338, -0.658, -0.022, -0.876, 0.307, 0.292, 0.343, 0.329, 0.461, 0.320, 0.405, 0.165, 0.438, 0.275, -0.912, -0.184, -0.527, -0.498, -0.244, -0.930, 0.325, 0.257, 0.346, 0.466, 0.396, 0.475, 0.178, 0.343, 0.313, 0.290], "largest_force_ev_per_a": 8.14, "relative_energy_ev": 0.000, "e_homo_ha": -0.2574, "total_energy_ha": -6047.8088, "orbital_gap_ev": 7.83, "charge": -1}

=====

Record 3
{"formula": "C8H20FN3O5S", "method": "wB97M-V/def2-TZVPD", "species": ["O", "S", "O", "F", "N", "C", "C", "O", "H", "H", "H", "H", "H", "H", "C", "N", "C", "C", "O", "H", "H", "H", "H", "H", "H", "H", "C", "N", "C", "C", "O", "H", "H", "H", "H", "H", "H", "H"], "xyz": [[1.644, 2.330, 0.895], [2.855, 2.336, 0.168], [3.324, 1.041, -0.112], [2.563, 3.047, -1.177], [4.009, 3.230, 0.886], [4.555, 2.575, 2.083], [5.860, 1.770, 1.736], [6.092, 1.811, 0.334], [3.704, 4.182, 1.050], [3.820, 1.922, 2.552], [4.867, 3.340, 2.787], [5.744, 0.742, 2.076], [6.703, 2.278, 2.211], [6.482, 0.960, 0.095], [-0.448, -2.219, -0.913], [-0.267, -1.463, 0.312], [0.886, -0.580, 0.440], [-1.133, -1.552, 1.334], [-1.041, -0.947, 2.387], [0.414, -2.873, -1.070], [-0.536, -1.532, -1.755], [-1.348, -2.826, -0.859], [1.487, -0.893, 1.295], [0.546, 0.434, 0.612], [1.490, -0.618, -0.461], [-1.968, -2.247, 1.130], [-6.359, -1.368, -1.149], [-4.980, -1.305, -1.590], [-4.157, -0.174, -1.190], [-4.430, -2.262, -2.361], [-3.280, -2.256, -2.756], [-6.903, -0.495, -1.516], [-6.396, -1.379, -0.058], [-6.838, -2.268, -1.528], [-3.797, 0.350, -2.076], [-3.293, -0.527, -0.626], [-4.738, 0.508, -0.574], [-5.132, -3.076, -2.610]], "forces_ev_per_a": [[-0.9, 1.4, 0.4], [-0.9, -1.4, 0.9], [1.4, -0.6, -0.7], [0.6, 0.6, 0.1], [-0.3, 0.5, -0.5], [1.1, -0.6, -0.3], [-0.4, 0.6, -0.5], [0.2, -0.5, 0.1], [-0.1, -0.1, -0.1], [-0.1, 0.1, 0.1], [-0.4, 0.2, 0.0], [0.2, 0.0, 0.2], [0.0, -0.3, 0.3], [-0.1, 0.3, -0.1], [0.3, 0.2, 0.1], [0.0, -0.2, -0.1], [-0.4, -0.3, 0.2], [-0.1, 0.0, 0.1], [0.0, 0.0, 0.0], [0.0, 0.0, -0.1], [-0.1, -0.1, -0.1], [0.0, 0.1, 0.0], [0.1, 0.1, 0.0], [0.1, 0.0, 0.0], [-0.1, -0.1, 0.0], [0.0, 0.0, 0.0], [0.2, 0.2, 0.0], [-0.1, 0.0, 0.0], [0.1, -0.2, -0.1], [0.0, -0.1, 0.0], [0.1, 0.0, 0.0], [-0.1, 0.0, 0.1], [-0.1, 0.0, 0.0], [0.0, 0.0, 0.0], [0.0, 0.1, 0.1], [0.0, 0.1, 0.0], [0.0, 0.0, 0.0], [0.0, 0.0, 0.0]], "mulliken_charge": [-0.571, 1.145, -0.517, -0.236, -0.298, -0.635, -0.338, -0.499, 0.336, 0.294, 0.407, 0.322, 0.274, 0.311, -1.010, 0.196, -1.105, -0.024, -0.618, 0.364, 0.356, 0.324, 0.254, 0.391, 0.489, 0.377, -0.931, 0.133, -0.761, 0.100, -0.561, 0.331, 0.336, 0.299, 0.284, 0.116, 0.383, 0.282], "largest_force_ev_per_a": 1.88, "e_homo_ha": -0.3192, "total_energy_ha": -1355.3037, "smiles": "O=S(=O)(F)NCCO.CN(C)C=O.CN(C)C=O", "orbital_gap_ev": 9.14, "charge": 0}

=====

Q: Among the records above, which one has the lowest charge?
A: C8H20F8Li3N4O20S8

=====

Q: Which formula does entry 2 have?
A: C8H20F8Li3N4O20S8